[1]
{"formula": "C2H5NO2PS", "method": "the ωB97M-V functional and the def2-TZVPD basis", "elements": ["C", "C", "N", "O", "O", "P", "S", "H", "H", "H", "H", "H"], "positions_angstrom": [[-0.1802, 0.9961, -0.2114], [1.2883, 0.6532, -0.6584], [-1.0278, -0.0984, -0.3528], [-1.8189, -0.4151, 0.8301], [1.7774, -0.3618, 0.1651], [-1.1330, -1.8668, 1.1129], [-2.6674, -3.1502, 0.9246], [0.0655, 1.4483, 0.8464], [-0.7429, 1.9030, -0.5318], [1.9645, 1.5645, -0.5109], [1.3806, 0.3760, -1.7887], [1.0941, -1.0487, 0.1746]], "forces_ev_per_a": [[1.365, 2.460, 2.711], [-0.075, 1.545, -1.859], [-0.200, -3.036, -0.295], [-0.144, 0.997, 0.868], [0.408, -0.113, -0.053], [-1.308, 0.068, -1.151], [1.208, 0.525, 0.190], [-0.663, -1.540, -0.868], [0.896, -0.051, -1.150], [-0.909, -1.106, -0.149], [-0.354, 0.296, 1.722], [-0.225, -0.044, 0.034]], "charge": -1}


[2]
{"formula": "C2H5NO2S", "method": "the ωB97M-V functional and the def2-TZVPD basis", "elements": ["C", "O", "C", "S", "N", "O", "H", "H", "H", "H", "H"], "positions_angstrom": [[-2.4025, 0.0356, 0.0050], [-1.2377, -0.7783, -0.0016], [-0.0340, -0.2188, 0.0038], [1.3544, -1.1389, -0.0002], [0.0206, 1.1051, 0.0014], [1.2166, 1.8004, -0.0021], [-2.4605, 0.6514, 0.8998], [-2.4435, 0.6498, -0.8988], [-3.2486, -0.7010, -0.0265], [-0.7446, 1.7511, -0.0091], [1.8713, 1.0573, 0.0038]], "forces_ev_per_a": [[-0.905, -0.872, -0.406], [-0.068, -0.219, 0.101], [0.644, -0.143, -0.059], [-0.161, 0.150, 0.020], [0.023, 0.682, 0.019], [0.051, -0.521, 0.010], [-0.044, 0.011, 0.126], [-0.047, 0.033, 0.059], [0.763, 0.893, 0.135], [-0.204, -0.097, 0.001], [-0.052, 0.082, -0.008]], "smiles": "COC(=S)NO"}


The records above yield energy values of -1023.94116; -682.55664 hartree, respectively.
The records above yield energy above the lowest of the compared OMol25 structures with the same formula, charge and spin values of 69.8; 52.0 kcal/mol, respectively.